[1]
A structure of composition C23H41N2P3RhSe. Source: the Open Molecules 2025 dataset; level of theory: the ωB97M-V functional and the def2-TZVPD basis.

Properties
calculated total energy = -123687.561 eV
largest force on an atom = 4.0 eV Å⁻¹
gap between HOMO and LUMO (alpha / beta) = 3.2 / 5.5 eV
energy above the lowest of the compared OMol25 structures with the same formula, charge and spin = 0.0000 eV
multiplicity = 5
total charge = +3
HOMO (alpha / beta) = -14.9 / -16.9 eV

Geometry (Å):
1 Rh 0.116 -0.677 -0.183
2 P 0.458 -2.565 -1.411
3 P 2.283 0.010 0.020
4 P -2.168 -0.745 0.069
5 H 0.459 3.939 2.346
6 C -0.364 3.332 2.726
7 C -0.624 3.046 4.144
8 H 0.169 2.906 4.899
9 C 0.462 -2.422 -3.250
10 C 2.063 -3.404 -1.053
11 C -0.802 -3.870 -1.070
12 C 2.404 1.640 0.845
13 C 3.429 -0.963 1.084
14 C 3.061 0.302 -1.624
15 C -2.699 0.813 0.895
16 C -2.840 -2.035 1.205
17 C -3.065 -0.757 -1.541
18 H -1.316 3.691 2.319
19 H -1.668 2.921 4.429
20 H 0.685 -3.368 -3.763
21 H 1.204 -1.687 -3.589
22 H -0.510 -2.078 -3.621
23 H 2.171 -4.337 -1.627
24 H 2.102 -3.657 0.011
25 H 2.901 -2.739 -1.293
26 H -0.615 -4.784 -1.656
27 H -1.809 -3.502 -1.298
28 H -0.760 -4.142 -0.011
29 H 3.456 1.944 0.831
30 H 2.068 1.550 1.883
31 H 1.781 2.372 0.322
32 H 4.432 -0.511 1.058
33 H 3.488 -2.008 0.762
34 H 3.058 -0.929 2.118
35 H 3.948 0.946 -1.522
36 H 2.329 0.814 -2.278
37 H 3.337 -0.649 -2.091
38 H -3.793 0.840 0.968
39 H -2.324 1.670 0.324
40 H -2.260 0.833 1.896
41 H -3.937 -1.968 1.281
42 H -2.404 -1.866 2.202
43 H -2.550 -3.037 0.858
44 H -4.141 -0.547 -1.412
45 H -2.955 -1.728 -2.039
46 H -2.627 0.020 -2.193
47 C -0.581 2.656 -3.484
48 C -0.469 3.796 -2.684
49 C -0.754 5.074 -3.188
50 C -1.190 5.213 -4.523
51 C -1.313 4.074 -5.337
52 C -1.045 2.802 -4.816
53 Se -0.171 1.011 -2.532
54 H -0.200 2.255 2.352
55 H -0.195 3.666 -1.641
56 H -0.684 5.960 -2.561
57 H -1.411 6.214 -4.927
58 H -1.665 4.204 -6.368
59 H -1.229 1.925 -5.437
60 N 0.262 0.832 6.087
61 C 0.325 -0.092 5.349
62 C 0.390 -1.117 4.329
63 C 0.586 -2.495 4.568
64 C 0.626 -3.346 3.464
65 C 0.495 -2.800 2.183
66 N 0.309 -1.496 1.977
67 C 0.240 -0.672 3.022
68 H 0.689 -2.839 5.588
69 H 0.757 -4.408 3.558
70 H 0.529 -3.412 1.297
71 H 0.068 0.378 2.753

---

[2]
A structure of composition C23H41N3O2. Source: the Open Molecules 2025 dataset; level of theory: the ωB97M-V functional and the def2-TZVPD basis.

Properties
calculated total energy = -33056.544 eV
largest force on an atom = 20.0 eV Å⁻¹
gap between HOMO and LUMO = 8.1 eV
energy above the lowest of the compared OMol25 structures with the same formula, charge and spin = 27.4702 eV
HOMO = -7.4 eV

Geometry (Å):
1 O 2.714 -1.900 0.566
2 C 2.394 -2.950 0.212
3 N 3.234 -4.021 0.253
4 H 3.075 -4.978 0.239
5 C 4.853 -3.748 0.873
6 H 4.879 -2.828 1.200
7 C 4.864 -4.695 2.464
8 H 4.072 -4.378 2.807
9 C 6.270 -4.561 2.805
10 H 6.177 -3.821 3.770
11 C 6.525 -6.130 3.149
12 H 7.751 -6.234 3.059
13 C 6.017 -6.586 2.124
14 H 5.576 -7.821 2.394
15 O 4.703 -6.055 1.908
16 H 6.416 -6.766 1.326
17 H 6.306 -6.117 4.313
18 H 6.909 -4.084 2.268
19 H 5.346 -4.239 0.088
20 C 1.041 -3.582 -0.164
21 C 0.126 -3.320 0.776
22 C -0.325 -1.994 1.151
23 N -0.836 -1.351 -0.222
24 C 0.256 -1.400 -1.054
25 C 0.704 -2.821 -1.794
26 H -0.258 -3.188 -1.963
27 H 1.590 -2.650 -2.168
28 H -0.103 -0.876 -2.221
29 H 1.251 -0.837 -0.693
30 C -1.459 0.051 -0.003
31 C -2.365 0.252 -1.381
32 C -3.020 1.594 -1.110
33 N -2.255 2.681 -0.840
34 C -1.298 2.546 0.402
35 C -0.472 1.252 0.212
36 H -0.046 1.284 -0.764
37 H 0.155 1.124 0.899
38 H -0.905 3.297 0.724
39 H -2.046 2.305 1.259
40 C -2.809 3.844 -0.922
41 C -3.258 4.348 -2.274
42 C -2.954 5.497 -2.700
43 H -1.780 5.889 -2.558
44 C -3.726 6.795 -2.252
45 H -4.760 6.480 -2.839
46 C -3.995 6.933 -0.845
47 C -4.727 5.702 -0.204
48 C -3.882 4.533 0.119
49 H -4.559 3.462 -0.015
50 H -3.383 4.332 1.067
51 H -5.247 5.870 0.580
52 H -5.516 5.308 -1.057
53 H -3.056 6.937 -0.534
54 H -4.513 7.777 -0.444
55 H -3.572 7.837 -2.594
56 H -3.125 5.649 -3.869
57 H -4.146 4.071 -2.596
58 H -2.577 3.498 -2.982
59 H -1.998 4.653 -0.802
60 H -3.990 1.869 -1.656
61 H -3.714 1.523 -0.193
62 H -1.778 0.490 -2.103
63 H -2.989 -0.491 -1.531
64 H -2.028 -0.211 0.934
65 H -1.014 -1.635 1.869
66 H 0.642 -1.234 1.453
67 H 0.415 -3.674 1.877
68 H -1.037 -3.867 0.568
69 H 1.258 -4.641 -0.358

---

[3]
A structure of composition C23H41NO2OsP2. Source: the Open Molecules 2025 dataset; level of theory: the ωB97M-V functional and the def2-TZVPD basis.

Properties
calculated total energy = -51121.219 eV
largest force on an atom = 6.7 eV Å⁻¹
gap between HOMO and LUMO (alpha / beta) = 6.6 / 6.3 eV
energy above the lowest of the compared OMol25 structures with the same formula, charge and spin = 0.0000 eV
multiplicity = 5
total charge = +2
HOMO (alpha / beta) = -12.9 / -14.2 eV

Geometry (Å):
1 Os -0.629 1.757 -1.229
2 C -0.504 2.926 0.862
3 C -0.865 3.657 -0.330
4 C -2.423 1.930 -0.013
5 C -1.463 1.909 1.076
6 C -2.125 3.102 -0.818
7 C 0.563 3.269 1.843
8 H 1.456 3.681 1.363
9 H 0.924 2.374 2.390
10 H 0.187 4.015 2.542
11 C -1.642 1.079 2.313
12 H -0.813 1.207 3.035
13 H -1.742 0.013 2.079
14 H -2.567 1.346 2.849
15 C -3.681 1.114 -0.029
16 H -4.496 1.547 0.571
17 H -3.495 0.130 0.427
18 H -4.059 1.006 -1.055
19 C -2.932 3.557 -1.971
20 H -2.892 4.641 -2.156
21 H -3.989 3.255 -1.905
22 H -2.524 3.047 -2.846
23 C -0.166 4.845 -0.871
24 H -0.813 5.707 -1.022
25 H 0.265 4.580 -1.835
26 H 0.663 5.119 -0.222
27 C 1.441 -3.063 1.843
28 C 2.820 -2.587 1.452
29 C 3.099 -1.357 2.216
30 C 2.228 -0.217 1.723
31 C 1.161 -0.855 0.884
32 C 0.434 -1.927 1.660
33 C -0.464 -2.777 0.694
34 C 0.543 -3.899 0.842
35 H 4.108 -1.097 2.310
36 H 2.841 0.528 1.185
37 H 2.817 -1.543 3.274
38 H 0.985 -4.161 -0.121
39 H 1.359 -3.375 2.883
40 H 3.502 -3.408 1.644
41 H 0.176 -4.801 1.363
42 H -1.454 -2.928 1.124
43 H -0.046 -1.476 2.575
44 H -0.567 -2.362 -0.313
45 H 1.751 0.288 2.579
46 H 0.433 -0.120 0.499
47 P 2.160 -1.444 -0.672
48 C 3.193 -2.987 -1.174
49 C 3.491 -0.276 -1.220
50 P -0.503 -0.317 -1.926
51 C 0.934 -1.593 -2.021
52 C -0.279 0.675 -3.460
53 C -2.091 -1.242 -2.130
54 H 2.574 -3.882 -1.294
55 H 3.995 -3.233 -0.461
56 H 3.672 -2.843 -2.159
57 H 4.242 -0.759 -1.865
58 H 4.047 0.148 -0.381
59 H 3.083 0.550 -1.808
60 H -2.044 -2.230 -2.603
61 H -2.798 -0.661 -2.732
62 H -2.561 -1.386 -1.149
63 H 0.593 -2.648 -1.986
64 H 1.451 -1.457 -2.984
65 H -1.235 0.856 -3.951
66 H 0.432 0.093 -4.082
67 H 0.171 1.685 -3.195
68 O -2.959 -3.007 3.387
69 N -2.992 -2.218 2.393
70 O -3.980 -1.501 2.109